Entry from the Open Molecules 2025 dataset: an isolated molecule of C4H2O3 at a distorted geometry (ωB97M-V/def2-TZVPD).

Summary:
gap between HOMO and LUMO (spin up / spin down) = 6.9 / 6.9 eV
LUMO energy (spin up / spin down) = -0.930 / -0.932 eV
highest occupied orbital energy (spin up / spin down) = -7.84 / -7.83 eV
relative energy (zero: lowest compared OMol25 entry of this formula, charge and spin) = 79.9 kcal/mol

The geometry in ORCA input format:
```
! RIJCOSX wB97M-V def2-TZVPD def2/J DEFGRID3
* xyz 0 1
C -0.34 -0.89 0.56
C 0.99 -0.53 0.32
C -1.37 -0.14 0.14
C 0.34 1.24 -1.03
O 1.26 0.61 -0.27
O -2.42 0.35 0.07
O 0.27 2.41 -1.23
H -0.56 -1.89 0.90
H 1.83 -1.16 0.55
*
```

Entry from the Open Molecules 2025 dataset: a structure of composition C23H32Cl2NO21S2 at a distorted geometry (ωB97M-V/def2-TZVPD).

Summary:
gap between HOMO and LUMO = 7.7 eV
LUMO energy = 2.035 eV
highest occupied orbital energy = -5.67 eV

The geometry in ORCA input format:
```
! RIJCOSX wB97M-V def2-TZVPD def2/J DEFGRID3
* xyz -1 1
C 0.65 -2.85 2.93
C 0.78 -2.25 1.53
C -0.57 -1.99 0.93
O -0.85 -2.27 -0.22
O -1.42 -1.45 1.80
C -2.63 -0.93 1.27
C -2.47 0.46 0.67
S -1.48 1.59 1.66
O -2.01 2.89 1.30
O -1.63 1.26 3.05
N -0.02 1.38 1.04
S 1.23 1.41 2.02
O 1.41 2.64 2.75
O 1.42 0.21 2.80
C 2.46 1.45 0.72
Cl 2.09 2.64 -0.48
C 3.57 0.71 0.64
C 3.95 -0.36 1.62
Cl 4.69 0.94 -0.66
H 1.57 -3.31 3.27
H 0.33 -2.13 3.67
H -0.12 -3.63 2.88
H 1.36 -1.33 1.52
H 1.29 -2.96 0.89
H -3.09 -1.59 0.54
H -3.33 -0.85 2.09
H -1.93 0.35 -0.28
H -3.41 0.94 0.44
H 3.14 -1.08 1.68
H 4.80 -0.90 1.22
H 4.14 0.02 2.62
C -0.49 -5.39 -1.88
C 0.96 -5.49 -2.30
O 1.65 -5.19 -1.09
C 0.82 -5.46 -0.05
O 1.15 -5.44 1.10
O -0.42 -5.73 -0.49
H -1.14 -6.08 -2.41
H -0.88 -4.38 -1.97
H 1.23 -6.50 -2.62
H 1.24 -4.79 -3.08
C 4.38 -6.59 1.38
C 3.01 -5.95 1.52
O 3.35 -4.63 1.97
C 4.61 -4.35 1.58
O 5.10 -3.27 1.65
O 5.22 -5.46 1.10
H 4.44 -7.31 0.58
H 4.73 -7.05 2.31
H 2.50 -5.87 0.60
H 2.37 -6.45 2.24
C -7.13 3.17 2.08
C -6.63 3.43 0.68
O -5.65 2.41 0.52
C -5.93 1.40 1.37
O -5.38 0.35 1.37
O -6.92 1.77 2.23
H -8.19 3.41 2.21
H -6.55 3.70 2.84
H -7.40 3.29 -0.08
H -6.18 4.41 0.55
C -0.85 2.33 -2.77
C -1.18 3.43 -1.80
O -2.59 3.63 -2.05
C -3.09 2.49 -2.57
O -4.25 2.28 -2.75
O -2.10 1.63 -2.90
H -0.07 1.66 -2.41
H -0.56 2.71 -3.76
H -1.04 3.12 -0.76
H -0.63 4.34 -1.98
C 3.24 7.34 -3.68
C 2.26 6.58 -4.56
O 1.65 5.69 -3.64
C 1.77 6.22 -2.39
O 1.22 5.79 -1.43
O 2.60 7.29 -2.41
H 3.38 8.38 -4.00
H 4.21 6.85 -3.61
H 1.49 7.23 -4.99
H 2.75 6.03 -5.36
*
```

Entry from the Open Molecules 2025 dataset: a cluster of 21 separate species, C21H43Cl40O5PS in total at a distorted geometry (ωB97M-V/def2-TZVPD).

Summary:
gap between HOMO and LUMO = 9.5 eV
LUMO energy = -0.041 eV
highest occupied orbital energy = -9.57 eV

The geometry in ORCA input format:
```
! RIJCOSX wB97M-V def2-TZVPD def2/J DEFGRID3
* xyz 0 1
O 0.23 -1.23 -0.86
C 0.41 -0.51 -1.79
O 1.60 0.11 -2.07
S 1.80 1.41 -0.99
O -0.57 -0.25 -2.72
P -1.65 0.87 -2.08
O -3.09 0.20 -2.49
O -1.48 2.16 -3.08
H 1.92 0.82 0.22
H -3.73 0.70 -1.96
H -1.40 2.91 -2.48
C 3.22 -1.90 0.07
Cl 4.02 -3.36 -0.55
Cl 4.18 -1.11 1.34
H 3.09 -1.20 -0.75
H 2.27 -2.18 0.48
C 7.80 -0.99 0.86
Cl 8.62 -2.43 0.24
Cl 8.75 -0.19 2.11
H 7.65 -0.30 0.04
H 6.84 -1.29 1.28
C 1.87 -5.62 1.48
Cl 1.63 -6.93 2.65
Cl 1.43 -4.05 2.16
H 2.91 -5.60 1.20
H 1.24 -5.82 0.62
C 1.85 -2.34 5.77
Cl 0.21 -1.67 5.83
Cl 2.66 -1.92 4.26
H 2.42 -1.93 6.60
H 1.79 -3.42 5.85
C 1.40 3.47 2.83
Cl -0.18 2.68 3.02
Cl 2.07 3.16 1.22
H 1.27 4.54 2.96
H 2.10 3.06 3.56
C 5.53 3.27 4.23
Cl 3.87 3.15 4.84
Cl 5.80 2.15 2.91
H 5.70 4.28 3.87
H 6.20 3.05 5.05
C -3.51 3.40 4.51
Cl -4.86 4.35 3.87
Cl -3.11 2.04 3.46
H -2.64 4.04 4.59
H -3.78 3.02 5.49
C 1.08 6.02 -1.41
Cl -0.36 5.18 -0.81
Cl 1.46 5.50 -3.05
H 0.89 7.08 -1.41
H 1.92 5.79 -0.76
C -0.42 -0.22 -5.18
Cl -1.21 -1.08 -6.50
Cl 1.34 -0.29 -5.29
H -0.74 0.81 -5.20
H -0.72 -0.68 -4.24
C -1.00 9.08 0.48
Cl -1.28 8.85 -1.25
Cl 0.17 7.92 1.14
H -0.62 10.08 0.64
H -1.94 8.94 1.01
C -3.59 7.24 6.17
Cl -3.94 5.77 7.09
Cl -2.48 6.93 4.82
H -4.52 7.63 5.77
H -3.13 7.96 6.83
C 0.40 3.19 -6.41
Cl 1.49 4.51 -6.86
Cl -0.31 3.46 -4.81
H -0.41 3.15 -7.14
H 0.95 2.26 -6.40
C 7.34 -5.41 -1.78
Cl 5.68 -6.03 -1.71
Cl 8.03 -5.60 -3.40
H 7.33 -4.36 -1.52
H 7.94 -5.97 -1.08
C -2.93 -1.57 8.38
Cl -2.30 -0.40 9.54
Cl -3.07 -0.87 6.76
H -2.26 -2.41 8.33
H -3.92 -1.88 8.72
C -3.47 -4.06 -8.01
Cl -5.18 -3.74 -8.31
Cl -3.20 -5.72 -7.46
H -2.92 -3.90 -8.93
H -3.12 -3.38 -7.24
C -5.37 -0.97 -2.74
Cl -7.03 -0.45 -2.42
Cl -4.94 -0.76 -4.45
H -4.69 -0.37 -2.14
H -5.28 -2.01 -2.49
C 0.59 -8.61 -1.50
Cl 1.89 -7.42 -1.62
Cl -0.30 -8.50 0.02
H -0.10 -8.44 -2.32
H 1.03 -9.60 -1.57
C -2.79 5.28 -7.21
Cl -2.64 3.59 -7.69
Cl -2.70 6.37 -8.59
H -3.75 5.41 -6.72
H -1.98 5.52 -6.52
C -5.57 -1.41 11.63
Cl -6.74 -0.21 11.05
Cl -5.25 -2.65 10.42
H -4.64 -0.90 11.86
H -5.98 -1.89 12.52
C -1.06 -8.75 -7.30
Cl -1.28 -10.19 -6.30
Cl -0.09 -9.08 -8.73
H -2.03 -8.39 -7.61
H -0.56 -7.99 -6.70
*
```

Entry from the Open Molecules 2025 dataset: a cluster of 10 separate species, C28H60N4O20S6 in total at a distorted geometry (ωB97M-V/def2-TZVPD).

Summary:
gap between HOMO and LUMO (spin up / spin down) = 8.6 / 2.1 eV
LUMO energy (spin up / spin down) = -2.783 / -9.309 eV
highest occupied orbital energy (spin up / spin down) = -11.41 / -11.41 eV
expectation value of S² = 0.76

The geometry in ORCA input format:
```
! RIJCOSX wB97M-V def2-TZVPD def2/J DEFGRID3
* xyz 1 2
C 0.98 -1.66 4.94
N 1.56 -2.26 3.76
O 1.01 -3.15 3.11
O 2.62 -1.76 3.50
H 1.76 -1.23 5.58
H 0.68 -2.52 5.53
H 0.15 -1.00 4.70
C 0.17 1.45 -4.77
N 1.14 1.94 -3.80
O 1.12 3.17 -3.49
O 1.91 1.07 -3.45
H 0.26 0.38 -4.94
H 0.42 2.08 -5.63
H -0.76 1.79 -4.32
C -4.71 -1.05 1.75
N -4.67 -1.89 3.03
O -3.56 -2.02 3.59
O -5.62 -2.54 3.36
H -3.93 -0.29 1.70
H -5.67 -0.58 1.94
H -4.81 -1.72 0.89
C -1.32 5.11 0.51
N -0.13 5.32 1.44
O -0.30 6.09 2.37
O 0.71 4.37 1.38
H -1.22 5.74 -0.37
H -2.32 5.18 0.95
H -1.26 4.10 0.10
C 1.49 -0.43 0.78
C 0.45 0.04 1.81
C -0.47 1.01 1.02
S -0.63 0.45 -0.64
O -0.69 1.56 -1.59
O -1.52 -0.64 -0.64
C 1.05 -0.29 -0.68
H 1.79 -1.47 0.90
H 2.44 0.10 0.78
H 0.85 0.55 2.68
H -0.01 -0.89 2.16
H 0.13 1.92 1.12
H -1.52 1.00 1.31
H 1.72 0.57 -0.74
H 1.01 -1.20 -1.28
C 1.01 -4.22 -1.40
C 0.09 -5.32 -2.03
C 0.42 -6.72 -1.47
S 0.80 -6.40 0.35
O 2.20 -6.82 0.50
O -0.21 -6.94 1.23
C 0.71 -4.46 0.18
H 0.72 -3.33 -1.95
H 2.02 -4.51 -1.69
H 0.22 -5.36 -3.11
H -0.97 -5.14 -1.82
H 1.38 -7.06 -1.87
H -0.15 -7.63 -1.66
H 1.44 -3.93 0.79
H -0.28 -4.09 0.47
C -3.12 4.51 5.84
C -3.52 3.14 6.27
C -3.24 2.16 5.12
S -1.73 2.88 4.24
O -2.07 3.05 2.84
O -0.49 2.19 4.57
C -1.73 4.57 5.10
H -3.16 5.01 6.81
H -3.91 4.97 5.24
H -4.57 3.21 6.54
H -2.97 2.72 7.11
H -3.87 1.87 4.28
H -2.86 1.27 5.62
H -1.70 5.40 4.39
H -0.96 4.65 5.87
C 4.15 3.95 1.82
C 4.05 2.93 0.60
C 5.20 1.95 0.70
S 6.24 2.45 2.20
O 7.64 2.39 1.73
O 5.70 1.87 3.46
C 5.59 4.22 2.20
H 3.66 3.55 2.70
H 3.56 4.84 1.62
H 4.10 3.47 -0.34
H 3.02 2.58 0.67
H 5.88 2.09 -0.14
H 4.99 0.89 0.83
H 5.97 4.82 1.38
H 5.95 4.65 3.14
C 4.56 -2.73 -4.98
C 3.78 -4.02 -4.64
C 2.34 -3.98 -5.25
S 1.89 -2.16 -5.01
O 1.05 -2.02 -3.81
O 1.34 -1.63 -6.27
C 3.57 -1.59 -4.60
H 4.86 -2.67 -6.02
H 5.47 -2.65 -4.39
H 3.84 -4.26 -3.58
H 4.29 -4.89 -5.07
H 1.52 -4.53 -4.79
H 2.24 -3.94 -6.33
H 3.58 -1.67 -3.52
H 3.76 -0.55 -4.89
C -3.55 0.31 -3.36
C -4.85 0.67 -4.22
C -6.02 0.65 -3.31
S -5.85 -0.64 -2.02
O -6.62 -1.77 -2.52
O -6.08 -0.11 -0.70
C -4.04 -0.79 -2.38
H -3.29 1.24 -2.87
H -2.73 0.04 -4.03
H -5.12 -0.13 -4.90
H -4.75 1.55 -4.86
H -6.94 0.50 -3.88
H -6.22 1.60 -2.81
H -3.93 -1.76 -2.87
H -3.57 -0.84 -1.40
*
```

Entry from the Open Molecules 2025 dataset: an isolated molecule of C10H14N2O2 at a distorted geometry (ωB97M-V/def2-TZVPD).

Summary:
SMILES = CCOC1=CN2CCCC[C@@]2(C#N)O1
gap between HOMO and LUMO = 8.3 eV
LUMO energy = 0.834 eV
highest occupied orbital energy = -7.52 eV
relative energy (zero: lowest compared OMol25 entry of this formula, charge and spin) = 53.4 kcal/mol

The geometry in ORCA input format:
```
! RIJCOSX wB97M-V def2-TZVPD def2/J DEFGRID3
* xyz 0 1
C 3.02 0.07 3.55
C 1.65 0.59 2.90
O 2.00 0.77 1.52
C 0.95 0.64 0.66
C 0.50 1.47 -0.27
N -0.71 1.00 -0.87
C -0.95 1.05 -2.30
C -0.83 -0.35 -2.93
C -1.68 -1.40 -2.20
C -1.16 -1.64 -0.74
C -0.99 -0.26 -0.04
C -2.19 0.07 0.57
N -3.13 0.30 1.17
O 0.06 -0.37 0.88
H 3.01 -1.03 3.39
H 3.82 0.46 2.89
H 3.13 0.40 4.60
H 1.25 1.55 3.30
H 0.87 -0.15 2.89
H 1.20 2.31 -0.66
H -0.37 1.87 -2.82
H -2.08 1.35 -2.40
H 0.18 -0.58 -2.95
H -1.26 -0.29 -4.00
H -2.79 -1.19 -2.31
H -1.49 -2.33 -2.64
H -1.95 -2.23 -0.26
H -0.06 -2.06 -0.92
*
```